Here is the ion C9H12NO with charge +1 at a distorted geometry from OMol25. Energies are from ωB97M-V/def2-TZVPD.

Results
orbital gap = 9.50 eV
LUMO energy = -4.47 eV
F_max = 0.08701 hartree/bohr
relative energy (zero: lowest compared OMol25 entry of this formula, charge and spin) = 5.4407 eV
total charge = +1
HOMO = -0.513 Ha

Each line ends with the Mulliken charge.
CARTESIAN COORDINATES (ANGSTROEM)
C 0.429 -2.493 -0.309  -0.224
C 0.796 -1.347 -0.499  -0.427
C 1.133 -0.034 -0.902  0.172
N -0.385 0.954 -0.901  -0.306
C -1.430 0.424 -0.152  0.458
C -2.679 -0.425 -0.542  -0.659
C -2.716 0.814 0.281  -0.607
C -1.733 0.408 1.312  -0.663
C 1.943 0.683 0.146  0.745
C 3.239 -0.025 0.659  -1.093
O 1.661 1.793 0.503  -0.523
H 0.603 -3.402 0.166  0.376
H 1.241 0.117 -2.000  0.387
H -0.427 0.931 -1.942  0.416
H 0.036 1.885 -0.492  0.464
H -2.826 -1.490 -0.249  0.227
H -2.867 -0.352 -1.590  0.277
H -3.362 1.605 0.384  0.479
H -1.294 1.192 1.911  0.243
H -1.850 -0.448 2.026  0.226
H 3.483 0.094 1.654  0.402
H 4.027 0.238 -0.050  0.319
H 2.978 -1.124 0.585  0.312



Here is a structure of composition C30H47BrN2O5SiTi from OMol25. Energies are from ωB97M-V/def2-TZVPD.

Results
multiplicity = 3
orbital gap (spin up / spin down) = 6.44 / 8.63 eV
LUMO energy (spin up / spin down) = 0.17 / 0.17 eV
F_max = 0.01366 hartree/bohr
<S²> = 2.004
relative energy (zero: lowest compared OMol25 entry of this formula, charge and spin) = 0.3819 eV
total charge = 0
HOMO (spin up / spin down) = -0.230 / -0.311 Ha

Each line ends with the Löwdin spin population.
CARTESIAN COORDINATES (ANGSTROEM)
Ti 0.615 -1.297 -1.082  1.706
C 2.968 -4.199 -0.312  0.021
C 1.672 -4.708 -0.265  0.038
C 0.665 -3.975 0.340  0.008
C 0.943 -2.735 0.925  0.037
C 2.234 -2.209 0.833  0.023
C 3.245 -2.953 0.220  0.022
H 3.759 -4.780 -0.771  0.000
H 1.453 -5.676 -0.696  0.002
H -0.345 -4.362 0.391  0.000
H 0.169 -2.220 1.477  0.006
H 2.471 -1.267 1.311  0.005
H 4.248 -2.547 0.168  0.001
O -3.062 -0.367 -1.379  -0.002
C -2.173 -1.186 -1.520  0.003
O -1.356 -1.583 -0.589  0.022
C -1.986 -1.861 -2.893  0.001
C -1.182 -3.159 -2.783  0.003
C -1.258 -3.983 -4.068  0.000
C -0.339 -3.173 -5.020  0.000
C 0.065 -2.004 -4.124  0.004
O 0.190 -2.658 -2.826  0.023
C -1.121 -1.044 -3.909  0.001
C -0.548 0.302 -3.442  0.005
O -0.595 1.258 -4.196  0.004
O 0.039 0.268 -2.293  0.017
H -2.979 -2.031 -3.305  0.000
H -1.325 -3.702 -1.856  0.001
H -2.283 -4.065 -4.427  0.000
H -0.875 -4.989 -3.904  0.000
H -0.843 -2.830 -5.922  0.000
H 0.535 -3.754 -5.316  0.000
H 1.002 -1.514 -4.368  0.000
H -1.656 -0.871 -4.838  0.000
C 3.376 -2.885 -3.432  0.002
C 3.441 -1.471 -2.971  0.010
N 2.673 -0.897 -2.071  0.012
C 3.098 0.414 -1.961  0.007
C 4.131 0.631 -2.809  -0.001
N 4.342 -0.575 -3.439  0.004
H 2.514 -3.368 -2.979  0.001
H 4.275 -3.434 -3.147  0.001
H 3.277 -2.938 -4.518  0.000
H 2.602 1.116 -1.312  0.001
H 4.710 1.510 -3.031  0.000
H 5.035 -0.765 -4.142  0.000
C -2.447 -0.243 2.322  0.000
C -1.815 0.808 3.248  0.000
C -2.932 1.496 4.049  0.000
C -0.919 0.048 4.235  0.000
Si -0.812 2.109 2.267  0.002
Br 0.564 0.922 0.856  0.010
C 0.433 3.104 3.341  0.000
C 1.640 2.269 3.797  0.000
C 1.006 4.289 2.551  0.000
C -0.280 3.655 4.588  0.000
C -1.853 3.184 1.076  0.000
C -1.020 3.730 -0.097  0.000
C -2.982 2.355 0.444  0.000
C -2.483 4.363 1.836  0.000
H -2.966 -0.983 2.943  0.000
H -1.712 -0.768 1.714  0.000
H -3.171 0.171 1.627  0.000
H -3.459 0.738 4.640  0.000
H -3.669 1.970 3.399  0.000
H -2.553 2.249 4.744  0.000
H -1.511 -0.743 4.708  0.000
H -0.533 0.686 5.031  0.000
H -0.074 -0.430 3.731  0.000
H 2.229 1.923 2.946  0.000
H 1.364 1.403 4.392  0.000
H 2.287 2.902 4.415  0.000
H 1.507 3.962 1.637  0.000
H 1.749 4.801 3.173  0.000
H 0.243 5.020 2.283  0.000
H -0.592 2.860 5.269  0.000
H -1.161 4.251 4.337  0.000
H 0.411 4.304 5.137  0.000
H -0.694 2.928 -0.760  0.000
H -0.146 4.297 0.215  0.000
H -1.657 4.400 -0.685  0.000
H -2.621 1.458 -0.066  0.000
H -3.486 2.974 -0.306  0.000
H -3.737 2.056 1.173  0.000
H -1.738 5.082 2.184  0.000
H -3.073 4.041 2.699  0.000
H -3.159 4.896 1.160  0.000



Here is a structure of composition C48H41Cl4KN5O4P2S2 at a distorted geometry from OMol25. Energies are from ωB97M-V/def2-TZVPD.

Results
orbital gap = 6.09 eV
LUMO energy = 2.03 eV
F_max = 0.04146 hartree/bohr
relative energy (zero: lowest compared OMol25 entry of this formula, charge and spin) = 0.2887 eV
total charge = -1
HOMO = -0.149 Ha

Each line ends with the Mulliken charge.
CARTESIAN COORDINATES (ANGSTROEM)
K 1.238 0.514 0.369  1.166
O 1.032 -0.677 2.292  0.311
P -0.085 -0.583 3.290  1.792
C -1.418 0.555 2.787  -0.169
P -2.062 0.160 1.142  -0.042
O -1.001 -0.122 0.131  0.166
C -3.229 -1.217 1.322  1.145
C -3.400 -2.007 0.184  -0.324
C -4.327 -3.041 0.182  -0.826
C -5.086 -3.295 1.317  -0.583
C -4.911 -2.518 2.456  -0.700
C -3.991 -1.478 2.457  -0.248
C -3.148 1.515 0.641  0.674
C -2.918 2.103 -0.599  -0.178
C -3.757 3.112 -1.055  -0.814
C -4.825 3.531 -0.275  -0.583
C -5.061 2.941 0.963  -0.700
C -4.227 1.932 1.418  -0.712
C -0.898 -2.185 3.526  0.523
C -1.440 -2.582 4.749  -1.078
C -2.051 -3.823 4.869  -0.784
C -2.118 -4.675 3.772  -0.703
C -1.579 -4.285 2.553  -0.724
C -0.969 -3.044 2.430  0.517
C 0.470 -0.067 4.916  0.378
C 1.821 -0.244 5.199  -0.708
C 2.333 0.172 6.419  -0.811
C 1.500 0.767 7.356  -0.595
C 0.150 0.939 7.080  -0.693
C -0.366 0.522 5.862  -0.016
H -0.973 1.564 2.786  -0.604
H -2.220 0.541 3.529  0.371
H -2.770 -1.828 -0.681  0.298
H -4.449 -3.654 -0.704  0.434
H -5.808 -4.104 1.320  0.379
H -5.484 -2.728 3.353  0.411
H -3.855 -0.895 3.361  0.222
H -2.075 1.769 -1.195  0.214
H -3.569 3.576 -2.017  0.444
H -5.476 4.322 -0.628  0.369
H -5.897 3.268 1.571  0.411
H -4.419 1.470 2.381  0.280
H -1.379 -1.925 5.610  0.392
H -2.466 -4.130 5.822  0.430
H -2.587 -5.647 3.872  0.394
H -1.629 -4.935 1.687  0.512
H -0.573 -2.747 1.461  -0.668
H 2.471 -0.673 4.444  0.398
H 3.388 0.050 6.630  0.423
H 1.908 1.127 8.293  0.376
H -0.495 1.422 7.802  0.398
H -1.414 0.694 5.642  0.286
Cl -0.071 3.090 0.699  0.044
C 0.935 4.335 1.421  0.340
C 1.392 5.315 0.556  -0.841
C 2.206 6.328 1.031  -0.421
C 2.562 6.319 2.372  -0.717
C 2.093 5.324 3.215  0.302
Cl 2.629 5.401 4.874  -0.242
C 1.221 4.280 2.796  -0.220
S 0.575 3.068 3.851  -0.089
H 1.115 5.273 -0.489  0.350
H 2.560 7.107 0.366  0.356
H 3.214 7.084 2.775  0.380
N 1.601 0.487 -7.501  0.056
C 1.247 0.257 -8.815  0.669
C 1.914 0.449 -10.023  -1.001
C 1.229 0.100 -11.173  -0.387
C -0.075 -0.423 -11.117  -0.459
C -0.724 -0.609 -9.910  -0.709
C -0.049 -0.262 -8.740  0.460
N -0.464 -0.341 -7.416  -0.690
C 0.540 0.110 -6.716  0.085
C 0.568 0.238 -5.243  1.249
C -0.518 -0.195 -4.494  -1.029
C -0.475 -0.038 -3.119  -0.135
N 0.551 0.518 -2.475  0.183
C 1.601 0.919 -3.192  -0.805
C 1.649 0.796 -4.573  -0.883
H 2.473 0.855 -7.171  0.148
H 2.919 0.851 -10.066  0.371
H 1.706 0.233 -12.137  0.369
H -0.577 -0.685 -12.041  0.370
H -1.729 -1.013 -9.859  0.422
H -1.367 -0.646 -4.990  0.522
H -1.294 -0.379 -2.490  0.296
H 2.426 1.345 -2.625  0.493
H 2.533 1.138 -5.097  0.224
S 0.324 -3.271 -1.073  -0.407
C 1.849 -3.397 -0.382  0.058
N 2.956 -3.882 -0.989  -0.174
C 4.174 -3.660 -0.206  -0.496
C 3.607 -3.195 1.148  0.004
N 2.172 -3.081 0.889  0.233
H 2.966 -3.889 -1.993  0.274
H 4.788 -2.884 -0.652  0.216
H 4.748 -4.581 -0.112  0.295
H 4.022 -2.238 1.444  -0.260
H 3.793 -3.922 1.940  0.468
H 1.626 -2.376 1.370  -0.216
Cl 3.935 0.964 2.465  -0.070
C 4.864 0.739 0.951  -0.067
Cl 6.089 -0.557 1.129  -0.202
C 3.812 0.527 -0.186  0.248
O 3.630 -0.619 -0.640  -0.539
O 3.203 1.585 -0.452  -0.684
H 5.417 1.651 0.774  0.404



| no. | electronic energy (eV) |
| --- | --- |
| 1 | -13052.0821 |
| 2 | -146131.3655 |
| 3 | -172754.0992 |